This record from the Open Molecules 2025 dataset describes a molecular structure, C72H140InN27O12. The level of theory is the ωB97M-V functional and the def2-TZVPD basis.

## Properties
**HOMO**: -12.1 eV
**LUMO level**: -8.89 eV
**HOMO-LUMO gap**: 3.2 eV

Structure (ORCA input):
```
! RIJCOSX wB97M-V def2-TZVPD def2/J DEFGRID3
* xyz 2 1
In 2.69 -3.54 -3.11
C 2.26 0.22 1.00
C 0.82 -0.28 0.92
C 0.02 1.03 1.21
C -1.50 0.92 0.78
C -1.59 0.49 -0.69
C -0.81 -0.81 -1.09
N 0.52 -0.83 -0.42
O 1.28 -2.04 -0.77
C -0.77 -0.82 -2.65
C -1.67 -2.03 -0.55
C 0.41 -1.22 2.06
H 2.50 0.88 0.16
H 2.99 -0.58 0.91
H 2.50 0.69 1.96
H 0.47 1.89 0.70
H 0.04 1.29 2.27
H -1.83 1.96 0.87
H -2.11 0.27 1.40
H -1.11 1.30 -1.24
H -2.66 0.41 -0.89
H -1.70 -0.74 -3.21
H -0.31 -1.74 -3.01
H -0.14 -0.04 -3.08
H -1.34 -3.01 -0.88
H -2.63 -1.97 -1.05
H -1.74 -2.05 0.54
H -0.66 -1.18 2.23
H 0.93 -0.85 2.94
H 0.64 -2.28 1.91
C 5.32 -5.24 1.17
C 4.15 -4.63 0.47
O 3.92 -4.85 -0.70
N 3.28 -3.92 1.19
C 3.39 -3.67 2.66
H 6.06 -4.46 1.35
H 5.84 -6.01 0.60
H 5.09 -5.71 2.13
H 2.44 -3.56 0.77
H 2.51 -3.16 3.05
H 4.32 -3.12 2.82
H 3.53 -4.60 3.21
C -6.68 4.33 1.95
C -7.76 4.10 0.92
O -8.96 4.35 1.20
N -7.39 3.50 -0.23
C -8.29 2.95 -1.19
H -7.06 4.08 2.94
H -6.44 5.40 1.97
H -5.79 3.74 1.75
H -6.44 3.19 -0.35
H -7.94 3.28 -2.17
H -9.34 3.21 -1.02
H -8.13 1.88 -1.04
C 5.41 1.71 0.17
C 5.25 3.16 0.43
O 5.52 3.96 -0.48
N 4.84 3.60 1.64
C 4.85 4.95 2.18
H 4.81 1.37 -0.67
H 5.04 1.19 1.05
H 6.45 1.41 0.03
H 4.55 2.92 2.33
H 3.91 5.50 2.10
H 5.56 5.52 1.59
H 5.22 4.98 3.21
C 7.90 1.13 6.18
C 8.63 1.31 4.87
O 9.84 1.32 4.85
N 7.84 1.46 3.80
C 8.33 1.68 2.45
H 6.83 1.09 6.02
H 8.12 2.00 6.80
H 8.18 0.20 6.67
H 6.83 1.47 3.82
H 9.39 1.94 2.50
H 7.69 2.41 1.95
H 8.19 0.77 1.87
C 1.09 -6.84 -6.48
C 1.88 -5.58 -6.70
O 2.25 -4.85 -5.76
N 2.22 -5.23 -7.93
C 2.99 -4.01 -8.30
H 0.39 -6.92 -7.32
H 0.45 -6.69 -5.61
H 1.86 -7.60 -6.39
H 1.90 -5.88 -8.63
H 2.46 -3.55 -9.13
H 4.00 -4.22 -8.65
H 3.01 -3.32 -7.46
C 0.83 0.10 -5.82
C 0.91 -1.39 -6.09
O 1.15 -2.15 -5.16
N 0.57 -1.83 -7.28
C 0.22 -1.02 -8.47
H -0.20 0.44 -5.72
H 1.14 0.61 -6.73
H 1.44 0.36 -4.95
H 0.58 -2.82 -7.48
H 0.15 -1.58 -9.40
H 0.93 -0.21 -8.63
H -0.67 -0.40 -8.45
C -2.99 4.66 -1.28
C -4.29 5.37 -1.11
O -4.53 5.84 -0.07
N -5.20 5.42 -2.05
C -5.17 4.97 -3.42
H -3.10 3.73 -1.83
H -2.45 4.50 -0.35
H -2.35 5.35 -1.83
H -6.07 5.83 -1.77
H -5.56 5.72 -4.11
H -5.79 4.08 -3.55
H -4.16 4.83 -3.80
C 4.06 -0.59 4.29
C 4.01 0.92 4.23
O 4.87 1.48 3.57
N 3.04 1.51 4.87
C 2.71 2.88 4.93
H 4.65 -0.85 5.17
H 4.43 -0.97 3.33
H 3.05 -0.93 4.50
H 2.56 0.97 5.58
H 2.59 3.35 3.96
H 3.43 3.41 5.55
H 1.76 3.01 5.46
C 6.77 -0.66 -3.53
C 6.10 -1.33 -2.28
O 5.26 -2.24 -2.43
N 6.65 -1.03 -1.14
C 6.17 -1.51 0.18
H 7.79 -0.33 -3.37
H 6.16 0.18 -3.83
H 7.00 -1.38 -4.32
H 7.32 -0.27 -1.11
H 5.96 -0.85 1.01
H 6.96 -2.15 0.57
H 5.29 -2.16 0.15
C 0.51 0.22 8.89
C 0.44 0.21 7.37
O 1.44 -0.09 6.74
N -0.73 0.52 6.78
C -0.86 0.68 5.37
H -0.08 0.97 9.41
H 1.54 0.43 9.18
H 0.24 -0.77 9.24
H -1.54 0.66 7.36
H -0.81 -0.31 4.94
H 0.02 1.15 4.93
H -1.79 1.16 5.06
C -4.02 1.33 -3.94
C -4.09 0.15 -4.94
O -4.53 -0.98 -4.68
N -3.62 0.40 -6.17
C -3.64 -0.62 -7.17
H -3.74 2.29 -4.37
H -3.18 1.04 -3.31
H -4.94 1.40 -3.36
H -3.15 1.26 -6.40
H -4.63 -0.81 -7.58
H -3.28 -1.58 -6.77
H -2.98 -0.39 -8.01
C 5.06 4.90 -3.35
C 5.75 3.94 -4.21
N 6.34 3.28 -4.94
H 4.65 5.67 -4.00
H 5.73 5.19 -2.54
H 4.19 4.43 -2.90
C -6.61 0.83 2.88
C -5.46 1.56 3.38
N -4.54 2.10 3.78
H -7.30 1.59 2.49
H -7.07 0.17 3.61
H -6.34 0.21 2.03
C -0.10 -5.80 1.76
C 0.38 -5.46 0.45
N 0.77 -5.15 -0.59
H -0.02 -4.94 2.42
H 0.56 -6.53 2.23
H -1.00 -6.39 1.62
C -2.08 3.84 7.25
C -1.49 3.95 5.91
N -0.97 3.97 4.86
H -3.06 4.31 7.27
H -1.42 4.46 7.86
H -2.05 2.80 7.58
C -2.42 -3.63 -4.64
C -1.17 -4.24 -4.13
N -0.19 -4.69 -3.67
H -3.22 -3.69 -3.90
H -2.63 -4.10 -5.60
H -2.21 -2.58 -4.87
C 2.44 -3.49 6.46
C 1.15 -3.97 5.96
N 0.11 -4.37 5.58
H 2.96 -4.42 6.68
H 2.24 -2.80 7.29
H 3.00 -2.95 5.70
C 0.72 4.54 2.00
C 0.45 4.86 0.61
N 0.29 5.20 -0.49
H 1.81 4.56 2.10
H 0.40 3.53 2.27
H 0.37 5.33 2.68
C -2.98 4.39 2.51
C -2.32 5.70 2.63
N -1.81 6.70 2.72
H -3.73 4.52 3.29
H -2.30 3.56 2.67
H -3.49 4.24 1.56
C -3.47 -5.50 0.20
C -3.10 -5.77 -1.17
N -2.91 -6.10 -2.26
H -3.00 -4.60 0.60
H -3.11 -6.30 0.86
H -4.55 -5.57 0.17
C -5.35 -0.86 -0.60
C -5.13 0.54 -0.70
N -4.91 1.67 -0.74
H -4.81 -1.25 0.26
H -5.09 -1.33 -1.55
H -6.40 -1.13 -0.52
C 2.23 2.13 -2.01
C 2.76 0.88 -2.59
N 3.25 -0.12 -3.00
H 1.49 1.93 -1.24
H 1.72 2.72 -2.78
H 3.06 2.71 -1.60
C 0.06 5.41 -4.10
C -0.21 3.98 -4.06
N -0.47 2.87 -4.00
H 0.22 5.60 -5.16
H 0.99 5.62 -3.58
H -0.73 6.03 -3.67
C -5.46 -4.08 -2.81
C -6.82 -4.53 -2.51
N -7.86 -4.94 -2.32
H -5.41 -3.14 -3.37
H -4.90 -4.92 -3.22
H -4.90 -3.80 -1.92
C -3.02 -2.81 3.36
C -2.92 -4.27 3.45
N -2.85 -5.43 3.49
H -2.16 -2.24 3.72
H -3.91 -2.48 3.88
H -3.24 -2.53 2.33
C -8.08 -3.54 2.71
C -6.83 -3.76 1.94
N -5.83 -3.83 1.36
H -7.87 -3.24 3.74
H -8.72 -4.42 2.72
H -8.52 -2.67 2.23
*
```

Löwdin atomic charge list, values in e, 2 entries:
1 In 1.11
2 C 0.00